Formula: C62H154N15O21P5S8
Source: the OMol25 dataset
Level of theory: the ωB97M-V functional and the def2-TZVPD basis

Output
- HOMO-LUMO gap (eV) = 8.4348
- LUMO (Ha) = -0.0006
- DFT total energy (Eh) = -9748.47138
- HOMO (hartree) = -0.31056

Element x y z (Å)
O  3.187  3.691  2.214
P  2.594  3.552  3.549
N  3.218  4.754  4.514
C  3.825  5.902  3.825
C  3.305  4.865  5.923
N  2.763  1.951  4.202
C  4.116  1.455  4.228
C  1.879  1.460  5.228
N  0.915  3.678  3.667
C  0.197  4.943  3.854
C  0.039  2.801  2.896
H  3.872  5.776  2.755
H  4.884  6.090  4.174
H  3.216  6.776  4.089
H  3.334  3.885  6.443
H  2.385  5.361  6.304
H  4.154  5.450  6.330
H  4.631  1.630  5.162
H  3.970  0.354  4.220
H  4.688  1.842  3.380
H  2.428  1.613  6.214
H  0.972  2.076  5.314
H  1.532  0.439  5.142
H  -0.730  4.939  4.414
H  0.770  5.689  4.460
H  -0.027  5.414  2.848
H  0.433  1.815  2.759
H  -0.067  3.310  1.909
H  -0.928  2.752  3.402
O  -7.850  3.506  1.152
P  -6.814  4.002  0.218
N  -5.197  3.869  0.736
C  -4.379  2.665  0.536
C  -4.857  4.320  2.084
N  -6.927  5.623  -0.060
C  -8.293  6.219  -0.040
C  -5.880  6.615  -0.365
N  -6.850  3.262  -1.203
C  -6.679  3.921  -2.486
C  -7.263  1.862  -1.211
H  -4.474  2.344  -0.509
H  -4.705  1.845  1.174
H  -3.368  2.954  0.701
H  -5.196  3.644  2.874
H  -5.357  5.255  2.357
H  -3.795  4.500  2.151
H  -9.027  5.429  0.207
H  -8.353  7.040  0.696
H  -8.597  6.549  -1.056
H  -6.144  7.123  -1.296
H  -5.761  7.336  0.465
H  -4.938  6.074  -0.534
H  -6.151  3.208  -3.097
H  -7.584  4.374  -2.874
H  -6.051  4.862  -2.353
H  -7.110  1.373  -0.265
H  -6.625  1.362  -1.951
H  -8.310  1.784  -1.482
O  0.387  2.739  -3.184
P  0.168  4.153  -2.895
N  -0.574  4.921  -4.270
C  -0.511  6.350  -4.484
C  -0.768  4.248  -5.538
N  1.653  4.797  -2.324
C  1.907  6.055  -1.649
C  2.967  4.273  -2.679
N  -0.849  4.546  -1.686
C  -0.538  4.548  -0.242
C  -2.304  4.863  -1.891
H  -1.359  6.659  -5.040
H  0.400  6.513  -5.048
H  -0.403  6.909  -3.558
H  -0.589  3.184  -5.572
H  -0.050  4.655  -6.264
H  -1.795  4.408  -5.961
H  2.352  5.979  -0.651
H  2.627  6.680  -2.192
H  1.026  6.634  -1.531
H  2.851  3.459  -3.395
H  3.574  5.083  -3.108
H  3.430  3.868  -1.777
H  -1.166  3.812  0.220
H  0.499  4.373  0.004
H  -0.852  5.527  0.234
H  -2.517  5.866  -1.595
H  -2.937  4.135  -1.271
H  -2.571  4.788  -2.933
O  9.307  -0.679  -0.254
P  8.336  0.421  -0.088
N  8.827  1.984  -0.432
C  9.933  2.668  0.256
C  8.906  2.368  -1.909
N  8.069  0.669  1.501
C  8.318  -0.483  2.424
C  6.965  1.471  2.024
N  7.038  -0.001  -0.939
C  7.234  -1.068  -1.914
C  5.907  0.851  -1.279
H  9.987  3.681  -0.142
H  10.830  2.122  0.070
H  9.813  2.515  1.331
H  8.027  1.988  -2.405
H  9.748  1.935  -2.375
H  8.810  3.449  -1.964
H  8.539  -0.086  3.407
H  7.378  -1.078  2.482
H  9.185  -1.117  2.121
H  6.797  2.366  1.460
H  6.006  0.878  2.069
H  7.280  1.703  3.051
H  8.230  -0.921  -2.289
H  7.071  -2.079  -1.506
H  6.540  -0.886  -2.675
H  5.844  1.691  -0.557
H  5.018  0.204  -1.322
H  5.947  1.291  -2.267
O  1.362  -1.937  -0.947
P  0.681  -1.295  0.213
N  1.572  -0.343  1.297
C  2.418  -1.073  2.248
C  2.341  0.762  0.775
N  0.066  -2.473  1.231
C  -0.260  -3.667  0.508
C  -0.960  -2.142  2.143
N  -0.417  -0.222  -0.339
C  -1.004  0.837  0.431
C  -0.685  -0.006  -1.780
H  2.644  -0.423  3.092
H  3.427  -1.336  1.866
H  2.053  -1.982  2.714
H  2.721  1.264  1.633
H  1.758  1.341  0.051
H  3.175  0.309  0.239
H  -0.765  -4.381  1.181
H  -0.906  -3.506  -0.395
H  0.657  -4.092  0.100
H  -1.144  -3.025  2.768
H  -0.725  -1.222  2.710
H  -1.847  -1.898  1.544
H  -0.455  1.763  0.354
H  -1.991  1.012  -0.040
H  -1.175  0.569  1.489
H  0.032  -0.482  -2.385
H  -0.649  1.075  -1.916
H  -1.657  -0.474  -1.984
C  -3.811  2.496  -4.515
C  -5.087  1.960  -5.097
C  -4.699  0.722  -5.890
S  -3.629  -0.100  -4.676
O  -2.611  -0.949  -5.275
O  -4.547  -0.716  -3.750
C  -2.981  1.446  -3.840
H  -3.911  3.376  -3.895
H  -3.150  2.769  -5.312
H  -5.666  2.709  -5.688
H  -5.712  1.658  -4.282
H  -4.091  0.892  -6.761
H  -5.442  -0.050  -6.070
H  -1.924  1.612  -3.912
H  -3.243  1.301  -2.805
C  1.752  -8.300  2.532
C  0.799  -7.182  2.159
C  1.050  -5.973  3.138
S  2.731  -6.224  3.778
O  2.675  -6.696  5.123
O  3.622  -5.154  3.408
C  3.083  -7.712  2.718
H  1.880  -9.112  1.815
H  1.329  -8.777  3.472
H  -0.206  -7.522  2.344
H  0.830  -6.870  1.121
H  0.367  -5.994  3.955
H  1.111  -5.006  2.649
H  3.778  -8.350  3.230
H  3.546  -7.369  1.806
C  4.538  -2.948  -0.553
C  5.117  -3.631  0.772
C  5.316  -5.109  0.518
S  3.875  -5.558  -0.372
O  2.711  -5.548  0.457
O  4.021  -6.717  -1.222
C  3.934  -4.044  -1.496
H  5.286  -2.339  -1.051
H  3.741  -2.269  -0.241
H  4.464  -3.480  1.630
H  6.029  -3.203  1.068
H  5.328  -5.691  1.447
H  6.186  -5.244  -0.145
H  2.906  -3.913  -1.791
H  4.393  -4.323  -2.442
C  -5.808  -6.576  3.630
C  -5.774  -6.147  2.158
C  -4.347  -6.380  1.688
S  -3.513  -5.547  3.041
O  -3.524  -4.118  2.967
O  -2.247  -6.234  3.305
C  -4.600  -5.944  4.362
H  -5.898  -7.669  3.733
H  -6.714  -6.324  4.164
H  -5.885  -5.038  2.078
H  -6.618  -6.541  1.534
H  -4.103  -5.868  0.750
H  -3.977  -7.391  1.623
H  -4.974  -5.037  4.847
H  -4.136  -6.628  5.089
C  -3.374  -1.997  -0.801
C  -3.884  -3.440  -0.873
C  -5.458  -3.347  -0.942
S  -5.730  -2.141  0.402
O  -5.805  -2.853  1.656
O  -6.868  -1.341  0.079
C  -4.142  -1.198  0.205
H  -3.498  -1.521  -1.768
H  -2.355  -2.035  -0.386
H  -3.594  -3.915  0.100
H  -3.406  -3.944  -1.715
H  -5.921  -4.309  -0.744
H  -5.746  -2.903  -1.884
H  -3.643  -1.156  1.161
H  -4.448  -0.191  -0.128
C  -4.667  -1.676  5.026
C  -3.246  -2.151  5.343
C  -2.321  -0.949  5.527
S  -3.175  0.388  4.739
O  -2.457  0.935  3.626
O  -3.557  1.300  5.783
C  -4.616  -0.456  4.113
H  -5.185  -1.406  5.924
H  -5.210  -2.500  4.562
H  -2.853  -2.777  4.537
H  -3.152  -2.775  6.215
H  -1.374  -1.129  5.044
H  -2.233  -0.696  6.565
H  -4.385  -0.737  3.076
H  -5.467  0.186  4.078
C  -0.231  -3.484  -3.651
C  -1.620  -4.246  -3.742
C  -1.389  -5.370  -4.742
S  0.358  -5.971  -4.460
O  1.040  -6.093  -5.724
O  0.301  -7.143  -3.648
C  0.920  -4.490  -3.376
H  -0.334  -2.680  -2.901
H  -0.075  -3.047  -4.609
H  -2.435  -3.616  -4.022
H  -1.813  -4.533  -2.713
H  -1.481  -5.074  -5.826
H  -1.996  -6.221  -4.515
H  1.899  -4.088  -3.625
H  0.900  -4.844  -2.379
C  1.177  -0.238  -5.111
C  2.020  -1.131  -6.015
C  3.363  -0.502  -6.043
S  3.667  0.002  -4.398
O  4.170  1.364  -4.345
O  4.437  -1.112  -3.896
C  2.013  -0.042  -3.807
H  0.223  -0.674  -4.769
H  1.030  0.773  -5.535
H  1.625  -1.297  -7.021
H  2.017  -2.123  -5.547
H  3.399  0.318  -6.748
H  4.136  -1.224  -6.343
H  1.792  0.925  -3.326
H  1.857  -0.849  -3.102

***

Formula: C16H16Cl48
Source: the OMol25 dataset
Level of theory: the ωB97M-V functional and the def2-TZVPD basis

Output
- HOMO-LUMO gap (eV) = 10.7606
- LUMO (Ha) = 0.0034
- DFT total energy (Eh) = -22708.36965
- HOMO (hartree) = -0.39208
- relative energy (zero: lowest compared OMol25 entry of this formula, charge and spin) (eV) = 0.330

Element x y z (Å)
C  -1.658  -0.867  -5.071
Cl  -2.112  -2.520  -5.606
Cl  -1.936  0.439  -6.249
Cl  0.034  -0.912  -4.537
H  -2.281  -0.669  -4.198
C  1.848  -6.499  1.957
Cl  0.147  -7.122  1.794
Cl  2.095  -5.630  3.489
Cl  2.176  -5.473  0.484
H  2.606  -7.283  1.957
C  3.847  -2.829  -1.613
Cl  2.469  -3.486  -2.590
Cl  3.675  -1.090  -1.484
Cl  5.367  -3.285  -2.427
H  3.804  -3.236  -0.603
C  4.304  6.263  0.684
Cl  2.781  5.414  0.468
Cl  5.722  5.522  -0.132
Cl  4.655  6.229  2.471
H  4.181  7.290  0.340
C  3.227  1.982  4.547
Cl  4.650  3.077  4.301
Cl  1.634  2.717  3.994
Cl  3.135  1.802  6.326
H  3.408  1.040  4.029
C  -2.784  -4.471  3.950
Cl  -4.260  -3.515  3.809
Cl  -1.580  -3.862  5.192
Cl  -1.905  -4.434  2.357
H  -3.022  -5.521  4.118
C  -2.292  -0.719  6.768
Cl  -3.683  -1.337  7.732
Cl  -1.713  0.822  7.418
Cl  -2.803  -0.580  5.061
H  -1.463  -1.406  6.937
C  -0.962  -4.680  -1.979
Cl  -1.703  -5.863  -0.883
Cl  -2.102  -3.390  -2.406
Cl  -0.487  -5.483  -3.515
H  -0.110  -4.197  -1.501
C  -5.583  1.533  -5.770
Cl  -4.813  1.741  -4.124
Cl  -7.276  1.941  -5.606
Cl  -5.276  -0.173  -6.268
H  -5.203  2.261  -6.487
C  -1.227  4.574  -6.400
Cl  -0.182  4.550  -7.816
Cl  -0.461  3.810  -5.023
Cl  -2.804  3.731  -6.629
H  -1.407  5.612  -6.122
C  1.437  -2.140  4.084
Cl  0.473  -0.695  4.560
Cl  3.119  -2.052  4.719
Cl  1.332  -2.314  2.317
H  0.922  -2.995  4.522
C  -3.585  3.207  1.824
Cl  -4.387  3.401  0.198
Cl  -2.122  4.216  1.826
Cl  -3.166  1.476  2.044
H  -4.338  3.502  2.554
C  -5.742  -1.134  0.267
Cl  -5.844  -0.103  -1.223
Cl  -6.320  -0.198  1.708
Cl  -4.068  -1.802  0.380
H  -6.455  -1.946  0.125
C  3.572  3.702  -3.310
Cl  2.735  2.412  -2.418
Cl  3.131  5.264  -2.708
Cl  3.222  3.534  -5.029
H  4.626  3.473  -3.155
C  -0.349  0.057  -0.260
Cl  0.486  -1.421  -0.769
Cl  -1.291  0.623  -1.640
Cl  0.743  1.371  0.291
H  -1.078  -0.228  0.499
C  6.123  1.827  0.586
Cl  6.267  0.115  1.040
Cl  6.860  2.936  1.755
Cl  4.330  2.189  0.411
H  6.689  1.904  -0.342

***

Formula: C4H9NO
Source: the OMol25 dataset
Level of theory: the ωB97M-V functional and the def2-TZVPD basis

Output
- SMILES = C/C=N/COC
- HOMO-LUMO gap (eV) = 10.2232
- LUMO (Ha) = 0.0375
- DFT total energy (Eh) = -287.72341
- HOMO (hartree) = -0.33823
- relative energy (zero: lowest compared OMol25 entry of this formula, charge and spin) (eV) = 2.967

Element x y z (Å)
C  0.053  -0.796  2.512
C  -0.011  -0.615  1.040
N  0.289  0.495  0.483
C  -0.721  0.721  -0.529
O  -0.380  1.147  -1.804
C  0.849  0.726  -2.346
H  1.040  -0.537  2.885
H  -0.664  -0.079  2.939
H  -0.255  -1.798  2.812
H  -0.448  -1.442  0.455
H  -1.380  -0.180  -0.471
H  -1.341  1.514  -0.099
H  0.709  0.646  -3.428
H  1.178  -0.242  -1.950
H  1.631  1.468  -2.143